1.
Computed, not measured: a structure of composition C34H33I2N2O10 at a distorted geometry, with ωB97M-V with the def2-TZVPD basis set.

The value obtained for the HOMO-LUMO gap is 6.76 eV. The max |F| comes out at 3.859 eV/A. The calculation puts the molar mass at 883.5 g/mol.

The geometry in ORCA input format:
```
! RIJCOSX wB97M-V def2-TZVPD def2/J DEFGRID3
* xyz 1 1
C 3.495 1.444 -3.173
C 3.000 2.483 -2.231
I 4.476 3.341 -1.009
C 1.741 2.894 -2.154
I 1.182 4.424 -0.777
C 0.623 2.410 -2.937
N -0.466 2.171 -2.319
C -1.561 1.802 -3.191
C -2.313 3.165 -3.468
C -2.793 3.909 -2.220
N -2.291 5.300 -2.131
C -2.662 0.899 -2.643
O -2.311 0.234 -1.453
O -2.521 1.134 -0.374
C -0.906 1.488 -4.537
C 0.470 2.192 -4.399
H 4.367 1.869 -3.648
H 2.787 1.152 -3.920
H 3.868 0.581 -2.626
H -0.524 2.268 -1.313
H -3.148 2.915 -4.111
H -1.657 3.807 -4.048
H -3.870 3.935 -2.268
H -2.521 3.377 -1.316
H -1.536 5.438 -2.789
H -1.875 5.405 -1.220
H -3.580 1.438 -2.465
H -2.906 0.116 -3.345
H -1.796 0.945 0.237
H -1.562 1.880 -5.285
H -0.821 0.412 -4.589
H 1.168 1.506 -4.852
H 0.566 3.072 -5.016
C 1.762 -2.069 -1.222
C 1.006 -3.161 -1.319
C 1.604 -4.489 -1.616
O 0.912 -5.476 -1.706
C 3.073 -4.553 -1.797
C 3.826 -3.462 -1.698
C 3.232 -2.137 -1.403
O 3.939 -1.152 -1.312
H 1.348 -1.090 -1.005
H -0.065 -3.137 -1.190
H 3.491 -5.528 -2.010
H 4.901 -3.489 -1.825
C -6.853 6.030 -1.556
C -7.573 7.148 -1.570
C -7.960 7.797 -2.848
O -8.613 8.814 -2.863
C -7.514 7.149 -4.108
C -6.794 6.031 -4.091
C -6.409 5.386 -2.814
O -5.752 4.362 -2.799
H -6.559 5.541 -0.636
H -7.907 7.634 -0.663
H -7.807 7.636 -5.029
H -6.459 5.544 -4.997
C 3.242 -5.029 3.074
C 4.004 -5.228 2.002
C 5.170 -4.355 1.715
O 5.859 -4.533 0.734
C 5.456 -3.255 2.669
C 4.694 -3.056 3.741
C 3.528 -3.928 4.027
O 2.833 -3.747 5.003
H 2.386 -5.653 3.301
H 3.813 -6.026 1.295
H 6.311 -2.632 2.441
H 4.884 -2.259 4.448
C 1.637 -5.337 10.469
C 1.413 -6.619 10.195
C 1.497 -7.136 8.806
O 1.291 -8.303 8.555
C 1.842 -6.168 7.736
C 2.066 -4.886 8.008
C 1.982 -4.369 9.397
O 2.187 -3.202 9.647
H 1.580 -4.940 11.475
H 1.161 -7.341 10.962
H 1.898 -6.564 6.730
H 2.317 -4.167 7.239
*
```


2.
Computed, not measured: a structure of composition C34H33MgN8O4S2 at a distorted geometry, with ωB97M-V with the def2-TZVPD basis set.

The value obtained for the HOMO-LUMO gap is 6.34 eV. The max |F| comes out at 2.664 eV/A. The calculation puts the molar mass at 706.1 g/mol.

The geometry in ORCA input format:
```
! RIJCOSX wB97M-V def2-TZVPD def2/J DEFGRID3
* xyz -1 1
Mg -0.142 -0.196 -1.016
C 2.154 6.055 -2.832
C 2.421 4.690 -2.229
C 2.480 3.534 -3.001
C 2.861 2.347 -2.376
C 3.099 2.295 -0.982
C 3.047 3.425 -0.193
C 2.650 4.604 -0.796
S 2.851 0.696 -0.120
O 3.723 0.766 1.062
O 3.112 -0.371 -1.067
N 1.292 0.664 0.153
C 0.761 1.190 1.357
C -0.842 1.126 1.351
O -1.426 1.737 2.252
O -1.329 0.353 0.456
H 1.793 5.896 -3.843
H 3.045 6.699 -2.921
H 1.374 6.630 -2.312
H 2.232 3.479 -4.057
H 3.121 1.474 -2.948
H 3.254 3.329 0.855
H 2.465 5.512 -0.208
H 1.016 2.259 1.525
H 1.051 0.671 2.258
C -0.120 -1.439 7.135
C -1.234 -0.891 6.227
C -2.555 -0.752 7.046
C -0.767 0.454 5.728
C -1.460 -1.875 5.122
C -1.970 -3.173 5.411
C -2.130 -4.088 4.411
C -1.799 -3.765 3.126
S -1.957 -4.720 1.742
C -1.329 -3.361 0.764
N -0.955 -2.332 1.451
C -1.270 -2.490 2.799
C -1.099 -1.537 3.823
C -1.402 -3.308 -0.680
C -2.066 -4.331 -1.327
C -2.593 -4.112 -2.609
C -2.495 -2.871 -3.161
C -1.840 -1.808 -2.464
C -1.161 -2.054 -1.313
H 0.171 -0.706 7.891
H 0.757 -1.720 6.548
H -0.500 -2.307 7.703
H -2.451 0.038 7.798
H -2.883 -1.676 7.546
H -3.353 -0.464 6.337
H -0.674 1.140 6.613
H -1.458 0.890 4.979
H 0.228 0.410 5.294
H -2.105 -3.429 6.492
H -2.661 -5.011 4.536
H -0.600 -0.595 3.550
H -2.059 -5.350 -0.945
H -3.006 -4.942 -3.194
H -2.819 -2.676 -4.165
H -1.912 -0.808 -2.869
N 1.694 -2.804 -2.347
C 1.604 -1.868 -3.303
N 2.089 -2.175 -4.528
C 1.888 -1.187 -5.443
N 2.430 -1.387 -6.653
N 1.202 -0.022 -5.275
C 0.712 0.085 -4.060
N 0.912 -0.725 -2.978
C -0.175 1.242 -3.743
C -0.565 2.176 -4.731
C -1.370 3.240 -4.342
C -1.781 3.301 -2.984
C -1.369 2.353 -2.105
N -0.606 1.301 -2.477
H 2.227 -3.648 -2.569
H 1.596 -2.516 -1.390
H 2.740 -2.298 -6.922
H 2.126 -0.743 -7.381
H -0.169 1.985 -5.709
H -1.633 3.990 -5.084
H -2.382 4.126 -2.621
H -1.709 2.367 -1.067
*
```


3.
Computed, not measured: a structure of composition C34H33N7O5OsPS4, with ωB97M-V with the def2-TZVPD basis set.

The value obtained for the HOMO-LUMO gap is 6.82 eV. The max |F| comes out at 0.367 eV/A. The calculation puts the molar mass at 969.2 g/mol.

The geometry in ORCA input format:
```
! RIJCOSX wB97M-V def2-TZVPD def2/J DEFGRID3
* xyz 1 1
Os -0.559 -0.515 -0.294
C 5.386 -0.048 1.480
N 4.075 -0.678 1.499
C 3.741 -1.840 2.142
C 2.419 -2.069 1.869
N 1.943 -1.072 1.071
C 2.948 -0.250 0.871
P 2.773 1.189 -0.225
C 1.269 1.825 0.554
N 0.106 1.202 0.703
C -0.727 2.043 1.396
C -0.040 3.178 1.692
N 1.211 3.035 1.152
C 2.282 4.024 1.236
C 2.078 0.256 -1.626
N 0.956 -0.471 -1.684
C 0.990 -1.193 -2.853
C 2.139 -0.893 -3.505
N 2.809 0.021 -2.739
C 4.082 0.618 -3.123
H 6.080 -0.676 2.030
H 5.349 0.933 1.951
H 5.746 0.053 0.458
H 4.459 -2.391 2.724
H 1.792 -2.881 2.201
H -1.748 1.774 1.597
H -0.336 4.068 2.218
H 1.891 4.902 1.740
H 2.614 4.303 0.238
H 3.121 3.633 1.807
H 0.184 -1.845 -3.138
H 2.519 -1.232 -4.452
H 4.847 -0.153 -3.191
H 4.380 1.359 -2.388
H 3.972 1.106 -4.089
C 0.768 -2.027 7.208
C 0.139 -2.006 5.844
C -0.622 -3.088 5.403
C -1.232 -3.072 4.161
C -1.071 -1.956 3.349
C -0.318 -0.865 3.761
C 0.278 -0.899 5.009
S -1.757 -1.989 1.742
O -2.066 -0.593 1.339
O -2.784 -2.976 1.697
N -0.542 -2.242 0.697
C -0.543 -3.470 -0.087
C -1.114 -3.127 -1.461
O -1.220 -3.939 -2.346
O -1.437 -1.860 -1.562
H 1.207 -3.001 7.423
H 0.015 -1.833 7.975
H 1.542 -1.268 7.302
H -0.744 -3.951 6.045
H -1.838 -3.902 3.826
H -0.201 -0.007 3.112
H 0.862 -0.050 5.344
H -1.150 -4.252 0.367
H 0.479 -3.833 -0.203
O -1.757 0.721 -1.059
C -2.410 0.911 -2.321
C -2.581 2.434 -2.336
C -1.717 3.348 -1.806
C -2.117 4.691 -2.041
C -3.281 4.762 -2.743
S -3.885 3.213 -3.130
C -1.613 0.522 -3.555
C -0.671 1.306 -4.172
C -0.152 0.733 -5.356
C -0.732 -0.471 -5.637
S -1.875 -0.917 -4.459
C -3.770 0.234 -2.233
C -4.394 -0.116 -1.072
C -5.710 -0.607 -1.274
C -6.068 -0.598 -2.586
S -4.813 -0.009 -3.580
H -0.828 3.064 -1.261
H -1.573 5.559 -1.695
H -3.820 5.644 -3.050
H -0.398 2.287 -3.811
H 0.582 1.209 -5.990
H -0.552 -1.114 -6.484
H -3.919 -0.031 -0.108
H -6.353 -0.958 -0.481
H -6.994 -0.928 -3.028
*
```


> Which value of max |F| does entry 3 give?

0.367 eV/A


> Among the records above, which one has the highest HOMO-LUMO gap?

C34H33N7O5OsPS4


Repeat the third record exactly.
Computed, not measured: a structure of composition C34H33N7O5OsPS4, with ωB97M-V with the def2-TZVPD basis set.

The value obtained for the HOMO-LUMO gap is 6.82 eV. The max |F| comes out at 0.367 eV/A. The calculation puts the molar mass at 969.2 g/mol.

The geometry in ORCA input format:
```
! RIJCOSX wB97M-V def2-TZVPD def2/J DEFGRID3
* xyz 1 1
Os -0.559 -0.515 -0.294
C 5.386 -0.048 1.480
N 4.075 -0.678 1.499
C 3.741 -1.840 2.142
C 2.419 -2.069 1.869
N 1.943 -1.072 1.071
C 2.948 -0.250 0.871
P 2.773 1.189 -0.225
C 1.269 1.825 0.554
N 0.106 1.202 0.703
C -0.727 2.043 1.396
C -0.040 3.178 1.692
N 1.211 3.035 1.152
C 2.282 4.024 1.236
C 2.078 0.256 -1.626
N 0.956 -0.471 -1.684
C 0.990 -1.193 -2.853
C 2.139 -0.893 -3.505
N 2.809 0.021 -2.739
C 4.082 0.618 -3.123
H 6.080 -0.676 2.030
H 5.349 0.933 1.951
H 5.746 0.053 0.458
H 4.459 -2.391 2.724
H 1.792 -2.881 2.201
H -1.748 1.774 1.597
H -0.336 4.068 2.218
H 1.891 4.902 1.740
H 2.614 4.303 0.238
H 3.121 3.633 1.807
H 0.184 -1.845 -3.138
H 2.519 -1.232 -4.452
H 4.847 -0.153 -3.191
H 4.380 1.359 -2.388
H 3.972 1.106 -4.089
C 0.768 -2.027 7.208
C 0.139 -2.006 5.844
C -0.622 -3.088 5.403
C -1.232 -3.072 4.161
C -1.071 -1.956 3.349
C -0.318 -0.865 3.761
C 0.278 -0.899 5.009
S -1.757 -1.989 1.742
O -2.066 -0.593 1.339
O -2.784 -2.976 1.697
N -0.542 -2.242 0.697
C -0.543 -3.470 -0.087
C -1.114 -3.127 -1.461
O -1.220 -3.939 -2.346
O -1.437 -1.860 -1.562
H 1.207 -3.001 7.423
H 0.015 -1.833 7.975
H 1.542 -1.268 7.302
H -0.744 -3.951 6.045
H -1.838 -3.902 3.826
H -0.201 -0.007 3.112
H 0.862 -0.050 5.344
H -1.150 -4.252 0.367
H 0.479 -3.833 -0.203
O -1.757 0.721 -1.059
C -2.410 0.911 -2.321
C -2.581 2.434 -2.336
C -1.717 3.348 -1.806
C -2.117 4.691 -2.041
C -3.281 4.762 -2.743
S -3.885 3.213 -3.130
C -1.613 0.522 -3.555
C -0.671 1.306 -4.172
C -0.152 0.733 -5.356
C -0.732 -0.471 -5.637
S -1.875 -0.917 -4.459
C -3.770 0.234 -2.233
C -4.394 -0.116 -1.072
C -5.710 -0.607 -1.274
C -6.068 -0.598 -2.586
S -4.813 -0.009 -3.580
H -0.828 3.064 -1.261
H -1.573 5.559 -1.695
H -3.820 5.644 -3.050
H -0.398 2.287 -3.811
H 0.582 1.209 -5.990
H -0.552 -1.114 -6.484
H -3.919 -0.031 -0.108
H -6.353 -0.958 -0.481
H -6.994 -0.928 -3.028
*
```


> The highest max |F| belongs to which entry?

C34H33I2N2O10